1.
{
  "formula": "C7H40O14",
  "method": "the ωB97M-V functional and the def2-TZVPD basis",
  "spin_multiplicity": 2,
  "relative_energy_kj_mol": 0.0,
  "total_charge": 1,
  "s2": 0.78,
  "lumo_ev": [-4.65, -7.32],
  "e_tot_ev": -36564.0037,
  "homo_ha": [-0.4725, -0.4725],
  "elements": ["O", "O", "O", "O", "O", "O", "O", "O", "O", "O", "O", "O", "O", "O", "C", "C", "C", "C", "C", "C", "C", "H", "H", "H", "H", "H", "H", "H", "H", "H", "H", "H", "H", "H", "H", "H", "H", "H", "H", "H", "H", "H", "H", "H", "H", "H", "H", "H", "H", "H", "H", "H", "H", "H", "H", "H", "H", "H", "H", "H", "H"],
  "positions_angstrom": [[-3.925, -0.931, 2.136], [-3.663, 1.574, -2.155], [1.372, 2.880, 1.070], [4.960, 1.467, -1.994], [2.303, 0.338, -2.009], [0.762, -0.268, 1.964], [-0.923, 2.316, -3.751], [2.991, -2.116, -3.096], [1.651, 3.221, -1.954], [2.805, -2.800, 1.595], [-1.512, -0.404, 3.307], [4.777, -1.055, 1.376], [-4.345, -1.951, -0.653], [3.082, -0.296, 3.274], [-1.333, -2.086, -1.324], [-1.718, 1.340, 0.201], [-2.513, 1.993, 1.145], [-2.249, 3.265, 1.581], [-1.298, -3.042, -0.142], [-0.761, -0.704, -1.042], [-1.419, 0.011, 0.046], [2.442, -3.677, 1.767], [-0.391, -2.966, 0.460], [2.438, -2.860, -2.842], [0.269, -0.832, -0.642], [-1.395, 3.810, 1.189], [4.790, -1.981, 1.675], [1.990, 1.225, -2.274], [1.011, 3.239, -1.229], [4.528, 1.089, -1.216], [-0.581, -0.020, -1.877], [3.422, -1.780, -2.307], [-2.162, -2.822, 0.495], [4.783, -1.338, 0.447], [-1.473, -4.095, -0.360], [-0.374, 2.459, -4.520], [-3.240, 0.762, -1.859], [4.440, 0.987, -2.654], [-1.875, 2.258, -3.833], [-0.839, -2.529, -2.187], [-0.904, -1.131, 3.145], [-1.149, 0.312, 2.778], [1.499, 4.114, -2.290], [-2.674, 3.636, 2.500], [-4.605, 1.437, -2.003], [-4.722, -1.087, 2.650], [-2.359, -1.931, -1.674], [1.574, -0.066, 2.514], [-4.012, -1.336, 0.015], [2.970, -1.085, 3.812], [-4.318, -2.793, -0.185], [-1.737, -0.722, 0.784], [1.972, 3.631, 1.166], [0.888, 0.454, 1.328], [1.145, 2.668, 1.984], [-1.075, 2.035, -0.353], [1.470, -0.079, -2.262], [-3.353, 1.497, 1.624], [2.046, -2.247, 1.369], [-3.253, -0.508, 2.701], [3.767, -0.479, 2.587]]
}


2.
{
  "formula": "C7H43NO13",
  "method": "the ωB97M-V functional and the def2-TZVPD basis",
  "relative_energy_kj_mol": 10.3,
  "total_charge": 0,
  "lumo_ev": 0.19,
  "e_tot_ev": -36067.2450,
  "homo_ha": -0.3604,
  "elements": ["O", "O", "O", "O", "O", "O", "O", "O", "O", "O", "O", "O", "O", "N", "C", "C", "C", "C", "C", "C", "C", "H", "H", "H", "H", "H", "H", "H", "H", "H", "H", "H", "H", "H", "H", "H", "H", "H", "H", "H", "H", "H", "H", "H", "H", "H", "H", "H", "H", "H", "H", "H", "H", "H", "H", "H", "H", "H", "H", "H", "H", "H", "H", "H"],
  "positions_angstrom": [[0.350, -4.451, -1.463], [-1.754, -2.941, -0.755], [-2.366, -0.494, 4.340], [1.901, 1.150, -2.832], [-0.629, 4.406, -0.469], [-0.076, -2.581, -3.240], [-3.053, 1.926, 3.238], [2.383, -1.460, -3.321], [1.233, 3.816, 1.660], [2.916, -3.515, -1.685], [-0.046, 0.705, 4.994], [-0.575, 2.938, 3.537], [1.755, 3.131, -0.966], [0.022, -0.858, -0.514], [-0.911, 0.246, -0.224], [3.113, -0.875, 0.600], [0.634, -1.432, 0.709], [-3.573, -0.142, -1.924], [1.787, -0.641, 1.324], [-2.173, 0.144, -2.472], [-1.331, 0.985, -1.495], [-0.180, -1.513, 1.440], [-1.683, -0.803, -2.672], [2.180, 0.203, -2.970], [1.458, 1.393, -3.650], [0.148, -3.434, -2.837], [1.872, -0.905, 2.393], [-0.451, 0.986, 0.473], [-2.708, 0.358, 4.012], [-3.594, -0.701, -0.990], [-4.097, 0.794, -1.695], [1.568, 3.455, 0.801], [0.088, 3.154, 2.844], [2.366, 3.661, -1.485], [0.958, -2.434, 0.460], [2.006, -3.833, -1.534], [2.824, -2.116, -2.734], [1.557, 0.414, 1.269], [0.146, -5.390, -1.475], [-3.432, 2.294, 2.434], [0.509, 0.127, 5.523], [-2.264, -1.113, 3.605], [-2.473, -2.888, -1.395], [-4.177, -0.676, -2.677], [3.484, -1.888, 0.737], [-1.913, 1.852, -1.201], [-0.277, -2.009, -2.486], [-0.886, 0.201, 4.844], [3.860, -0.173, 1.014], [3.376, -3.550, -0.843], [-0.397, -3.958, -1.060], [-2.193, 2.404, 3.327], [-0.158, 2.252, 4.095], [-0.477, 4.540, 0.470], [1.676, 2.258, -1.428], [-1.777, -0.186, 0.287], [1.526, -1.877, -3.548], [-0.440, 1.349, -2.017], [-1.279, -2.060, -0.769], [0.723, -0.566, -1.186], [0.173, 3.955, -0.795], [1.972, 4.292, 2.048], [-2.282, 0.705, -3.398], [3.050, -0.640, -0.459]]
}


3.
{
  "formula": "C7H44FIO22",
  "method": "the ωB97M-V functional and the def2-TZVPD basis",
  "total_charge": 0,
  "lumo_ev": -2.48,
  "e_tot_ev": -63835.6681,
  "homo_ha": -0.3556,
  "elements": ["I", "F", "O", "O", "O", "O", "O", "O", "O", "O", "O", "O", "O", "O", "O", "O", "O", "O", "O", "O", "O", "O", "O", "O", "C", "C", "C", "C", "C", "C", "C", "H", "H", "H", "H", "H", "H", "H", "H", "H", "H", "H", "H", "H", "H", "H", "H", "H", "H", "H", "H", "H", "H", "H", "H", "H", "H", "H", "H", "H", "H", "H", "H", "H", "H", "H", "H", "H", "H", "H", "H", "H", "H", "H", "H"],
  "positions_angstrom": [[-2.698, -2.093, -2.447], [0.742, -0.793, -0.604], [0.967, -2.959, 3.297], [5.472, -1.702, -4.590], [3.222, 0.477, -4.361], [6.527, -4.472, -4.916], [-0.500, -0.900, 1.736], [-0.460, 2.947, 6.613], [1.467, -5.016, -6.769], [-5.653, 0.461, -1.894], [-2.069, -1.473, 5.238], [1.804, -1.763, -5.942], [0.211, 5.795, 7.024], [3.750, -0.523, -2.407], [5.903, -0.395, 0.167], [4.298, -3.984, -7.025], [-7.409, -1.501, -0.103], [-3.259, 6.395, 6.666], [3.372, -2.051, -0.752], [-6.295, 5.822, 7.101], [-3.206, 0.905, -0.388], [1.253, -3.210, 1.174], [-3.298, 3.672, 5.828], [-1.153, 1.177, 3.691], [1.635, -0.545, -1.543], [-1.165, -0.978, -3.420], [1.521, 0.199, -2.648], [0.389, 0.999, -3.182], [-0.990, 0.424, -2.863], [2.856, 0.110, -3.272], [2.989, -1.153, -1.455], [-2.008, -0.658, 4.727], [-3.214, 3.030, 5.116], [4.999, -4.059, -7.680], [5.129, -0.964, 0.146], [-0.628, -1.724, 2.224], [-0.094, 3.753, 6.221], [1.333, -4.184, -6.308], [2.327, -2.483, -5.571], [1.928, -2.764, 0.645], [-2.927, -1.430, 5.670], [-2.531, 3.515, 6.398], [-5.384, 6.139, 7.088], [4.784, -1.028, -4.575], [-3.411, 1.743, 0.041], [-7.143, -0.951, -0.850], [2.258, -0.972, -5.636], [6.274, -3.542, -4.877], [-0.246, 5.628, 7.855], [-2.476, 6.924, 6.491], [2.300, -4.901, -7.244], [1.754, -3.172, 3.806], [4.458, -3.131, -6.605], [-6.824, 6.595, 6.888], [0.502, 1.116, -4.260], [0.154, -1.127, 1.071], [-4.792, 0.892, -1.810], [5.565, 0.505, 0.141], [-1.721, 1.050, -3.374], [-3.839, 0.284, -0.007], [1.048, 6.199, 7.273], [-0.286, -1.611, -3.345], [-6.267, 1.157, -2.146], [-0.377, 1.005, 4.236], [5.679, -4.926, -4.890], [-3.175, 5.625, 6.081], [-0.660, 2.372, 5.870], [1.009, -3.562, 2.542], [-1.059, 0.533, 2.971], [-1.219, 0.511, -1.804], [-8.085, -0.993, 0.352], [0.495, 2.001, -2.761], [-1.446, -0.931, -4.466], [1.303, -4.135, 0.916], [6.293, -1.204, -4.516]]
}


4.
{
  "formula": "C7H4AuCl2O10Se",
  "method": "the ωB97M-V functional and the def2-TZVPD basis",
  "relative_energy_kj_mol": 0.0,
  "total_charge": -1,
  "lumo_ev": 0.92,
  "e_tot_ev": -121872.0423,
  "homo_ha": -0.2283,
  "elements": ["Au", "Se", "Cl", "Cl", "O", "O", "O", "O", "O", "O", "O", "O", "O", "O", "C", "C", "C", "C", "C", "C", "C", "H", "H", "H", "H"],
  "positions_angstrom": [[-0.952, -0.102, -1.495], [0.214, -1.719, -3.473], [3.447, 0.128, 4.355], [-3.788, 0.847, -1.184], [-0.928, -0.396, -3.412], [-4.239, 1.309, 0.090], [1.628, -1.240, -4.053], [-3.449, -0.564, -1.155], [-2.471, 1.546, -1.512], [-0.477, -3.024, -4.093], [-4.724, 1.143, -2.223], [1.322, 1.010, -1.476], [0.228, -1.755, -1.745], [-0.925, 0.102, 0.437], [1.498, 0.370, 0.834], [2.186, 0.158, 3.143], [2.495, 0.339, 1.821], [2.001, 0.722, -0.510], [-0.137, 0.003, 2.576], [0.856, 0.000, 3.525], [0.148, 0.166, 1.205], [-1.173, -0.131, 2.854], [3.527, 0.476, 1.519], [3.102, 0.747, -0.599], [0.611, -0.135, 4.571]]
}


What is the formula in the first record? C7H40O14